[1]
Below is a single C5H10F3NO molecule in a non-equilibrium geometry, with properties calculated with ωB97M-V/def2-TZVPD.

Last column: Mulliken charge in e.
Element x y z (Å)
C (1.3768, 0.5568, -0.1161)  -1.249
H (-2.4673, -1.4054, 1.3604)  0.321
F (0.3688, -2.5864, 1.8995)  -0.326
H (-0.7208, 0.4528, -1.0997)  0.494
H (-0.4014, 1.6015, 1.7890)  0.305
H (0.4257, -2.0562, -0.7324)  0.218
H (1.6515, 1.2722, 0.6875)  0.320
H (-0.5745, 2.4834, 0.0357)  0.414
O (-2.1748, -0.7594, 0.7563)  -0.549
F (-0.8111, -1.1276, 2.8953)  -0.286
H (1.8150, -0.4600, 0.1007)  0.355
C (-0.6550, -0.9164, 0.5287)  0.239
C (0.0307, -1.2588, 1.8695)  0.789
H (1.6463, 0.9995, -1.1693)  0.290
H (-1.9176, 1.4862, 0.8174)  0.294
F (1.1436, -0.6001, 2.2313)  -0.247
N (-0.5003, -1.9934, -0.3857)  -0.538
C (-0.7633, 1.6438, 0.6945)  -1.406
H (-1.0346, -2.9479, -0.2408)  0.265
C (-0.1783, 0.4378, -0.0756)  0.296

Output
- SMILES = CC(C)[C@](N)(O)C(F)(F)F
- maximum force (eV/A) = 3.83
- total charge = 0
- LUMO (eV) = 0.8

***

[2]
Below is a molecular structure, C20H72BO36 in a non-equilibrium geometry, with properties calculated with ωB97M-V/def2-TZVPD.

Last column: Mulliken charge in e.
Element x y z (Å)
H (0.6018, 0.8319, -18.6387)  0.647
C (1.6495, 4.2521, -17.1003)  1.103
O (5.2125, -3.1864, -17.1751)  -0.516
B (5.0656, 1.7165, -17.4127)  0.575
O (9.6370, 2.1550, -17.8159)  -0.625
H (0.4335, -1.5825, -16.3739)  0.360
H (3.4202, 4.7897, -13.1723)  0.343
H (-2.6895, 0.9103, -20.0090)  0.280
O (1.1317, 4.1152, -18.4236)  -0.702
H (5.4647, 3.0550, -12.8698)  0.330
H (2.3896, 1.4198, -20.6642)  0.220
H (4.9733, 0.9442, -20.0387)  0.454
O (4.9111, 0.4703, -20.8518)  -0.916
H (10.6909, 4.3637, -14.2875)  0.378
C (4.8050, -0.1003, -12.7984)  -0.279
C (5.7140, 1.1317, -13.0206)  -0.184
H (-1.2765, 1.4484, -17.3391)  0.267
H (2.5887, 7.0343, -14.4647)  0.317
O (5.9066, 4.9727, -14.4655)  -0.693
O (1.2321, 3.6362, -14.7865)  -0.759
O (4.1312, 4.0471, -22.8812)  -0.561
O (-3.4214, 2.0551, -18.4296)  -0.524
H (8.6086, 1.7405, -20.2060)  0.273
H (10.4168, 2.5606, -18.2034)  0.229
H (1.7605, 3.3732, -21.9770)  0.346
H (5.2367, -3.0074, -16.2481)  0.297
O (6.8802, 7.2964, -17.0211)  -0.664
H (5.8820, -0.7866, -11.5327)  0.403
O (7.0554, -0.8657, -20.2359)  -0.733
C (-1.2768, 1.3706, -18.4235)  0.042
C (5.2537, 6.7770, -20.4661)  -0.587
O (3.3290, -1.1947, -19.5395)  -0.698
O (8.9685, 0.9888, -20.7074)  -0.753
C (10.3157, 3.6871, -13.5499)  -0.728
H (4.7202, 2.8350, -21.4133)  -0.356
H (1.5892, 4.5634, -14.5588)  0.334
O (2.5388, 1.2668, -14.5142)  -0.445
H (-4.3212, 1.8107, -18.5515)  0.299
O (9.5152, 4.9010, -17.1719)  -0.758
H (1.7344, -2.5196, -18.3602)  0.356
H (6.3252, 0.9564, -13.9216)  -0.083
H (1.1415, -1.0595, -18.1199)  0.266
H (9.0723, 4.3355, -21.2542)  0.294
O (2.3941, 2.2573, -20.1514)  -0.351
H (6.7929, 6.3933, -17.1660)  -0.161
H (2.6753, 3.8150, -17.0706)  -0.764
H (9.6053, 3.9555, -17.3051)  0.362
H (5.5618, 0.8060, -21.4641)  0.391
O (5.7994, 1.8450, -18.6666)  0.083
O (7.4484, 3.1005, -19.2603)  -0.602
C (3.8198, 3.0189, -21.9633)  -0.220
H (6.4214, 1.3698, -12.2371)  0.669
O (0.9822, -2.0332, -17.9946)  -0.748
H (-0.8713, -1.6739, -15.4363)  0.250
C (6.5799, 2.7468, -18.4620)  -0.922
C (4.0178, -0.0995, -16.7255)  -0.398
C (6.3222, 3.3758, -17.1856)  0.643
C (8.7553, 3.7821, -13.7974)  0.589
O (2.0913, -2.6018, -14.5420)  -0.650
H (7.1121, -1.7033, -20.6358)  0.220
H (4.8937, 6.7003, -17.8623)  0.286
H (6.7701, -1.8284, -17.0181)  0.060
H (3.9237, -0.7583, -20.2603)  0.296
C (3.0837, 0.8363, -17.2908)  0.047
H (4.1378, 6.3975, -12.9953)  0.392
O (10.5819, 4.2962, -12.2974)  -0.591
H (1.5194, 3.2949, -18.8375)  0.062
C (-2.6501, 0.9665, -18.9133)  -0.721
H (7.7481, 7.5753, -17.3302)  0.286
H (10.6221, 5.2644, -12.3687)  0.330
H (10.8611, 2.7969, -13.8441)  0.380
O (8.2527, 3.0287, -12.7871)  -0.465
H (8.4047, 0.2527, -20.4734)  0.441
H (0.3720, 2.6982, -16.3892)  -0.007
C (0.7334, 3.6404, -16.0779)  -0.600
C (2.5662, 3.2772, -21.1648)  -0.357
O (-0.1659, -1.0846, -15.6896)  -0.636
H (8.4234, 3.3461, -14.7561)  -0.369
O (4.6290, 5.9322, -18.3387)  -0.556
H (1.9924, 2.0597, -14.5491)  0.352
H (9.7311, 1.2073, -17.8473)  0.245
C (4.6580, 5.4252, -14.8548)  0.849
H (4.9067, 6.3258, -15.4286)  0.207
H (4.0874, 0.1990, -11.9822)  0.300
H (8.4552, 4.7915, -13.4670)  0.243
H (6.1328, -0.5627, -20.3046)  0.440
H (9.4058, -3.7470, -17.3007)  0.271
H (2.5747, -2.0342, -15.1413)  0.543
O (4.9712, 2.3146, -13.0699)  -0.643
O (1.9281, 0.5885, -17.6245)  -0.410
O (9.8857, 3.8140, -21.2871)  -0.651
H (2.4291, -3.4659, -14.7022)  0.252
O (8.7386, -3.1481, -17.5830)  -0.517
H (6.3877, 4.7359, -15.2543)  -0.041
O (3.6944, -1.0498, -15.9868)  -0.584
H (3.4459, 1.4907, -14.3328)  -0.125
H (3.4584, 4.1472, -23.5463)  0.323
H (6.6956, 6.1235, -21.6373)  0.352
C (7.4881, -3.8169, -17.4288)  -0.554
H (5.2282, 4.6400, -19.7773)  -0.586
H (4.1475, -0.4351, -13.6452)  -0.054
H (9.7013, 3.0772, -21.8513)  0.300
C (6.5111, -2.7018, -17.5804)  0.428
H (-1.1369, 2.3985, -18.7451)  0.190
O (5.5575, -1.1786, -12.3482)  -0.559
H (1.8095, 5.3398, -16.8299)  0.389
H (6.5099, -2.3422, -18.5275)  -0.119
H (7.4119, -4.5679, -18.1636)  0.326
H (4.3320, 6.5638, -20.9884)  0.251
H (6.5587, 5.6131, -18.9832)  0.019
C (3.7393, 5.6873, -13.7339)  -1.039
H (4.9889, 7.6868, -20.0190)  0.444
O (6.8857, 4.4159, -16.8270)  1.842
O (3.6268, 1.8883, -17.5729)  0.586
O (5.1737, 0.2961, -16.8737)  -0.044
O (-0.2182, 0.5417, -19.0122)  -0.639
O (6.3433, 6.9402, -21.2576)  -0.629
O (2.4866, 6.1426, -14.2859)  -0.640
O (5.5838, 2.7258, -16.4980)  0.987
H (3.7093, 2.1089, -22.5305)  0.596
H (3.8470, -1.8211, -19.0768)  0.301
H (-2.8950, 0.0678, -18.4986)  0.438
H (8.6468, 4.9209, -16.8656)  -0.041
C (5.5269, 5.6436, -19.4225)  0.908
H (4.1936, 4.7202, -15.5165)  -0.506
H (8.5263, 3.4312, -11.9403)  0.316
H (-0.0952, 4.2487, -15.9903)  0.579
H (7.2971, -4.1154, -16.3930)  0.343
H (2.7301, 4.2499, -20.7030)  0.241

Output
- maximum force (eV/A) = 9.63
- total charge = -1
- LUMO (eV) = 1.5

***

[3]
Below is a molecular structure, C50H60Br6O in a non-equilibrium geometry, with properties calculated with ωB97M-V/def2-TZVPD.

Last column: Mulliken charge in e.
Element x y z (Å)
H (-0.8623, 3.0636, 1.2348)  0.556
C (-1.8047, -2.8808, 0.0814)  0.472
H (3.8246, 3.1599, 2.1548)  0.604
C (2.9262, 1.8421, -3.2293)  -1.114
C (-4.9520, -0.1862, 3.4365)  -1.324
C (1.9528, -2.2605, -0.7252)  -0.759
H (0.7765, -3.8497, -1.8511)  0.375
H (-5.0228, 2.0838, -0.2829)  0.483
H (3.5359, 3.9122, -3.3828)  0.381
C (3.0994, -1.9345, -2.8070)  -0.337
H (-4.6001, 3.0425, 3.0102)  0.440
H (-4.6902, 1.6775, -2.7054)  0.414
H (0.3935, 3.4935, 2.3372)  0.800
H (-2.5163, -1.2838, 0.5275)  -1.128
H (2.9573, -0.1031, 3.3010)  0.975
C (1.3646, -1.4822, 2.8051)  -1.360
H (-1.3205, 0.4401, -0.9184)  0.606
C (2.5553, 2.3830, 4.6800)  -0.546
C (-1.4697, 0.2192, -5.0676)  -1.310
H (-3.4283, -2.5117, -5.2898)  0.333
H (0.2533, 0.4818, -3.9253)  0.586
C (-2.6596, 0.6229, 3.2923)  -0.105
H (-3.3238, -0.2891, -3.4984)  0.384
H (3.4132, 2.7426, 5.2288)  0.443
H (-1.9952, 1.4537, 3.4784)  1.415
H (-0.7919, -5.6242, -2.4590)  0.385
C (-3.4597, -0.0863, -2.4463)  -0.641
C (2.3551, -0.3539, 2.4277)  0.304
C (-4.2620, 0.9887, -1.9922)  -1.245
C (5.3674, 1.4698, -2.0323)  -0.887
H (-3.0102, -2.5213, 2.0393)  0.611
C (3.8343, 2.9047, -3.1332)  -0.641
C (5.0517, 2.7154, -2.5569)  -1.073
H (6.2556, 1.2461, -1.4600)  0.800
H (-5.2798, -2.0882, 2.5345)  0.420
C (-2.6949, -3.8847, -0.3150)  0.033
H (0.3450, -0.1123, 4.6927)  1.392
H (-2.9501, -5.6635, -1.5903)  0.378
H (5.7541, 3.4733, -2.2427)  0.414
H (2.4686, 4.1600, 3.5037)  0.705
H (-3.2818, -0.1863, -6.0492)  0.441
H (1.9273, 2.0799, -3.5640)  0.149
C (4.1614, -2.6866, -2.2886)  -0.783
H (3.1151, -1.4386, -3.7663)  0.611
H (0.8727, -1.4284, 3.7763)  0.674
C (-1.0641, -4.8581, -1.7481)  -1.167
H (1.5809, 0.9478, 0.0441)  -0.692
H (-3.2032, 1.9936, 1.5437)  -0.930
C (-0.5440, -0.2190, -4.1241)  -0.199
C (-3.9920, 0.7686, 3.6809)  -0.975
C (0.8357, 2.8623, 3.0938)  -0.240
C (-2.3439, -4.8394, -1.2441)  -1.211
H (-1.4068, 4.3231, 2.3323)  0.516
H (2.6178, -0.2356, -3.0559)  -1.268
H (5.0277, -2.8614, -2.9093)  0.331
H (-5.9653, -0.0386, 3.7799)  0.471
H (0.1078, -2.0813, -0.1090)  -1.219
H (-1.1543, 2.7589, 3.0196)  1.104
H (-2.0490, -2.1405, 0.8289)  0.259
H (2.9770, 1.5712, 1.9060)  -0.970
Br (1.2251, 0.4625, -2.5024)  0.287
C (-2.9634, 3.0118, 1.8500)  0.516
Br (-1.2484, 0.9226, 1.6069)  1.656
H (1.1177, -1.2252, -2.4164)  -0.852
H (-4.3140, 1.6880, 4.1472)  1.213
H (4.8951, -0.6342, -1.9214)  0.265
C (-4.5330, -1.3602, 2.8150)  -0.923
C (3.6187, 2.3370, 1.4703)  1.219
H (3.0497, -3.3840, 0.7702)  0.394
Br (5.4087, 1.5162, 1.0542)  -0.157
C (-2.2735, -0.6139, 2.7231)  0.886
H (3.7284, 3.7443, -0.2351)  0.671
C (0.8012, 0.8028, 4.3451)  -0.805
C (-3.8598, 0.3896, 0.2427)  0.463
H (3.0004, 2.2181, -0.5926)  -0.999
C (-1.4836, 3.2590, 2.1088)  -2.816
C (1.9876, 3.2176, 3.7200)  -1.426
C (4.5566, 0.3412, -2.2383)  -0.087
C (1.9310, 1.1896, 5.0083)  -1.737
H (-3.8558, 0.5547, 1.3100)  1.045
C (0.7196, 0.9706, -0.6236)  -0.518
C (-3.2461, -1.5532, 2.4559)  -0.356
H (-1.6608, -3.3355, -3.5047)  0.301
H (1.1036, -2.2337, -0.0584)  0.031
H (0.4369, 2.0221, -0.6747)  1.611
C (-2.8164, -0.8663, -1.5392)  0.562
C (3.0876, 2.9718, 0.1900)  1.044
C (3.2943, 0.5772, -2.8364)  2.367
Br (-0.0124, -1.6971, 1.3540)  0.430
H (5.0576, -3.7635, -0.6044)  0.446
C (3.0806, -2.9879, -0.2340)  -0.358
C (1.9744, -1.7432, -2.0113)  1.419
H (0.2303, -1.8180, -3.0237)  0.828
C (-0.5626, -2.8441, -0.4765)  1.078
C (-4.4471, 1.2464, -0.6485)  -1.502
H (-1.2362, -0.7081, 2.4375)  -0.785
H (-1.4158, 1.1185, -5.6633)  0.381
Br (3.4936, -0.7604, 0.8010)  0.076
H (-2.1771, -1.6506, -1.9168)  -0.608
H (-0.7388, 1.4041, 3.0054)  -3.121
H (2.3213, 0.5296, 5.7689)  0.428
C (-2.6430, -1.9110, -4.8551)  -0.908
H (-3.2827, 3.6699, 1.0418)  0.531
H (-0.4961, -0.8177, -0.1426)  1.045
C (-0.5902, -1.5300, -3.6642)  0.357
Br (1.3315, 3.7790, 0.5797)  -0.109
C (-0.5697, 0.2698, -0.1468)  -0.404
H (1.8556, 0.5636, 2.1165)  -2.397
C (-2.5481, -0.6008, -5.3736)  -0.540
H (-3.6883, -3.9584, 0.1023)  0.497
C (-3.0624, -0.6706, -0.1741)  0.564
C (-0.1691, -3.8670, -1.3296)  -0.110
C (4.2242, -3.2008, -0.9982)  -0.786
O (-3.6948, 3.3576, 3.0634)  -0.721
C (0.2103, 1.6865, 3.4366)  2.319
H (1.8443, -2.4576, 2.8856)  0.805
C (-1.6061, -2.3803, -4.0056)  0.151

Output
- maximum force (eV/A) = 16.56
- total charge = 0
- LUMO (eV) = 0.2